# 1
Molecular formula: C5H31N2O9
Method: DFT, wB97M-V/def2-TZVPD

The net charge is +1. The HOMO energy comes out at -12.719 eV. As for the LUMO energy: -2.521 eV. As for the relative energy (zero: lowest compared OMol25 entry of this formula, charge and spin): 108.2 kcal per mole. The calculation puts the largest force on an atom at 5.836 eV/Å. For the frontier orbital gap, the calculation gives 10.198 eV.

Geometry (Å):
C 0.958 0.305 2.140
N 1.755 1.063 1.231
C -0.409 0.208 1.581
N -0.535 -0.941 0.549
C -1.860 -1.578 0.632
C -2.571 -1.306 1.901
C -1.573 -0.352 2.507
H 1.016 0.786 3.103
H 1.399 -0.703 2.293
H 2.012 2.047 1.617
H 1.345 1.283 0.397
H -0.801 1.075 1.083
H 0.285 -1.607 0.547
H -0.523 -0.608 -0.464
H -1.709 -2.660 0.578
H -2.450 -1.360 -0.335
H -3.598 -0.810 1.942
H -2.934 -2.194 2.434
H -2.199 0.435 3.044
H -1.016 -0.785 3.403
H 1.262 3.576 -1.935
H 2.750 3.592 -2.018
O 2.059 3.042 -1.743
H -0.719 -0.443 -4.514
H -1.572 1.018 -4.725
O -1.293 0.269 -4.124
H 1.480 -1.774 -1.543
H 2.102 -0.484 -1.898
O 1.375 -0.807 -1.396
H 1.000 -4.019 0.341
H 1.810 -2.732 0.281
O 0.950 -3.108 0.115
H 3.039 -2.978 3.246
H 2.791 -1.937 1.967
O 2.425 -2.606 2.572
H 3.007 0.009 0.597
H 3.874 -1.083 -0.191
O 3.282 -1.033 0.491
H -2.548 -0.606 -2.812
H -3.072 -1.959 -2.889
O -2.838 -1.407 -2.108
H 0.047 3.945 -3.894
H -0.396 2.440 -3.478
O -0.159 3.383 -3.230
H -2.925 4.461 1.607
H -2.068 4.781 0.185
O -2.254 4.166 0.911

Atomic forces in eV per Å
0.336 -0.549 0.144
3.681 2.991 2.331
-4.124 -2.761 0.061
0.881 1.440 -2.381
-2.094 -2.416 -3.086
-1.570 1.333 0.683
0.907 1.692 5.232
-0.516 0.070 0.437
-0.557 0.491 -0.024
-0.464 -2.417 -0.710
-1.493 0.379 -2.740
0.324 0.711 -0.186
-1.304 0.259 0.542
0.571 -0.086 1.671
0.313 0.116 -0.214
1.095 -0.078 1.948
1.374 -0.014 -1.360
1.417 -0.139 0.298
1.295 -0.341 -0.925
-0.656 0.039 -1.050
0.242 -0.718 -0.049
1.872 1.164 -0.535
-1.793 -0.779 0.845
-0.939 1.631 -0.083
0.785 -1.913 0.359
-0.022 0.352 -0.256
-0.494 0.637 0.347
0.855 1.018 -0.610
-0.776 -1.431 -0.425
0.076 -1.112 0.501
0.966 0.065 0.385
-0.468 0.732 -0.987
-0.341 0.951 -1.178
1.074 -0.441 0.507
-0.330 -0.758 0.753
0.191 -2.623 0.101
2.516 -0.286 -2.539
-2.590 2.646 2.975
-0.641 -2.206 3.083
-0.193 -0.461 1.188
0.855 2.780 -4.951
0.808 2.107 -3.816
0.765 2.060 -0.036
-1.871 -4.060 3.753
1.512 0.058 -2.114
-0.727 0.187 0.838
-0.751 -0.318 1.274

***

# 2
Molecular formula: C10H32AgB2Br4O4PdS2
Method: DFT, wB97M-V/def2-TZVPD

The net charge is -1. The HOMO energy (spin up / spin down) comes out at -3.776 / -3.665 eV. The expectation value of S² is 2.01. As for the LUMO energy (spin up / spin down): -0.553 / -0.553 eV. The calculation puts the largest force on an atom at 5.110 eV/Å. For the frontier orbital gap (spin up / spin down), the calculation gives 3.223 / 3.111 eV. As for the multiplicity: 3.

Geometry (Å):
Ag 3.152 -3.276 -1.401
Pd -1.198 0.314 -1.831
O 0.088 -2.429 -4.528
C -0.356 -3.465 -5.383
C -0.338 -3.130 -6.975
O 0.572 -2.275 -7.657
H -1.386 -3.743 -5.162
H 0.130 -4.431 -5.245
H -1.331 -2.683 -7.015
H -0.447 -4.047 -7.555
B 0.557 -0.783 0.946
H 0.883 -1.500 1.684
H -0.480 -0.993 0.737
H 0.644 0.234 1.295
H 1.216 -0.928 0.104
B 5.285 -1.604 -4.336
H 6.003 -2.238 -3.838
H 5.673 -0.890 -5.045
H 4.680 -2.291 -4.906
H 4.620 -1.179 -3.600
C -1.841 6.155 -0.643
S -1.730 4.904 0.743
O -1.759 3.618 -0.084
C 0.058 5.275 0.932
H -1.403 5.830 -1.586
H -1.406 7.140 -0.473
H -2.891 6.165 -0.938
H 0.301 6.331 0.811
H 0.508 4.809 0.056
H 0.386 4.744 1.826
C -3.277 -4.590 0.058
S -4.587 -3.307 -0.355
O -3.849 -2.018 -0.789
C -5.023 -4.026 -1.964
H -3.148 -4.468 1.133
H -2.276 -4.472 -0.358
H -3.745 -5.542 -0.190
H -6.011 -3.593 -2.126
H -5.087 -5.113 -2.001
H -4.471 -3.526 -2.760
Br 3.117 3.765 5.708
C 4.822 3.031 5.008
C 4.826 2.627 3.447
Br 6.474 1.433 3.207
H 4.905 2.133 5.620
H 5.681 3.671 5.212
H 4.926 3.430 2.716
H 3.948 2.046 3.164
Br -2.028 -1.499 6.294
C -1.657 0.003 5.062
C -1.960 1.333 5.875
Br -3.945 1.629 5.999
H -2.151 -0.089 4.096
H -0.577 -0.123 4.982
H -1.657 2.142 5.209
H -1.441 1.490 6.820

Atomic forces in eV per Å
-0.054 1.132 -0.381
0.128 -0.190 0.247
-0.748 -1.729 -1.131
1.588 1.312 -1.028
0.212 0.826 0.372
-1.400 -1.322 1.861
-0.411 0.507 0.257
0.760 0.061 0.462
-0.099 0.737 -0.807
0.116 -0.366 0.061
-0.349 -0.057 0.345
1.316 -2.835 3.303
-4.160 -0.886 -1.231
0.593 4.023 1.413
2.902 -0.637 -4.158
0.080 -0.565 0.107
3.354 -2.288 2.009
1.688 3.014 -2.356
-2.610 -2.913 -2.496
-2.846 2.197 3.346
-0.854 -0.030 -0.253
1.339 -0.485 -3.565
-0.330 1.318 1.744
-0.192 -0.694 -0.276
0.652 -0.870 0.472
-0.462 0.068 0.542
-0.201 0.545 0.424
-0.191 0.016 0.833
-0.110 -0.357 0.039
0.319 0.484 0.022
-0.826 0.649 0.750
3.321 1.302 -1.788
-1.599 -1.981 1.148
-1.253 0.736 -0.054
-0.069 -0.307 0.069
-0.405 0.376 -0.613
0.247 -0.097 0.200
-0.392 -0.362 -0.033
0.181 0.152 -0.027
0.762 -0.410 0.321
0.684 0.097 -0.623
-0.004 -0.939 -1.599
0.313 -0.305 1.612
-1.256 0.926 0.148
0.178 0.038 -0.372
-0.452 0.262 0.112
0.240 0.105 0.479
0.252 -0.219 0.216
-0.316 -0.012 -0.453
0.393 0.853 2.351
-0.426 -0.519 -2.334
1.113 -0.213 0.282
-0.112 -0.024 0.381
-0.123 0.392 -0.447
-0.025 0.083 0.060
-0.457 -0.594 0.040

***

# 3
Molecular formula: C12H24ClNiO9
Method: DFT, wB97M-V/def2-TZVPD

The net charge is +1. The HOMO energy (spin up / spin down) comes out at -12.692 / -12.692 eV. The expectation value of S² is 2.01. As for the LUMO energy (spin up / spin down): -6.660 / -8.333 eV. As for the relative energy (zero: lowest compared OMol25 entry of this formula, charge and spin): 101.4 kcal per mole. The calculation puts the largest force on an atom at 5.091 eV/Å. For the frontier orbital gap (spin up / spin down), the calculation gives 6.032 / 4.359 eV. As for the multiplicity: 3.

Geometry (Å):
Ni -2.420 -1.913 -1.600
Cl -1.151 0.167 -1.194
C -3.363 2.222 -3.645
C -2.624 1.919 -4.991
O -1.350 2.463 -5.233
C -0.668 2.240 -6.380
O -0.995 1.510 -7.304
O 0.434 3.096 -6.361
C 1.097 3.343 -7.497
H -4.264 1.611 -3.602
H -3.527 3.296 -3.557
H -2.690 1.954 -2.830
H -3.333 2.333 -5.708
H -2.599 0.830 -5.018
H 0.389 3.304 -8.325
H 1.955 2.695 -7.677
H 1.434 4.378 -7.561
C 1.614 1.591 7.262
C 0.538 1.061 6.299
O 1.115 0.870 5.033
C 0.351 0.716 3.949
O -0.833 0.935 3.765
O 1.221 0.730 2.974
C 0.756 0.632 1.607
H 2.398 0.834 7.278
H 1.153 1.713 8.243
H 1.953 2.559 6.894
H -0.363 1.661 6.423
H 0.237 0.065 6.621
H 1.569 0.469 0.900
H 0.312 1.592 1.343
H -0.078 -0.041 1.412
C 2.669 -2.416 0.764
C 1.387 -2.718 -0.074
O 0.677 -3.507 0.837
C -0.677 -3.420 0.904
O -1.315 -2.758 0.083
O -1.223 -4.018 2.009
C -0.457 -4.803 2.882
H 3.356 -3.263 0.773
H 2.334 -2.169 1.771
H 3.237 -1.545 0.437
H 1.666 -3.303 -0.951
H 0.786 -1.847 -0.336
H 0.231 -5.476 2.371
H -1.152 -5.374 3.498
H 0.213 -4.219 3.513

Atomic forces in eV per Å
2.575 1.974 2.069
-1.638 -2.284 -0.805
2.428 0.579 -0.347
-2.093 -0.700 -0.027
1.247 0.609 0.608
-0.033 0.439 -1.357
0.661 1.238 1.888
-3.091 -1.712 3.665
0.773 0.710 -3.619
-0.023 0.293 -0.153
-0.470 -0.142 0.061
-0.198 -0.093 0.252
0.269 -0.477 -0.652
0.185 -0.075 -0.669
0.233 -0.495 -0.416
-0.106 -0.194 0.045
0.173 0.052 0.711
-0.747 -0.485 -0.997
-0.301 -0.792 2.214
-0.507 -0.105 -0.354
-0.986 3.333 -0.224
0.561 -1.393 1.093
1.502 -1.778 -2.755
-0.853 1.197 0.142
0.285 0.417 0.268
0.190 -0.048 0.017
0.285 -0.102 0.165
0.028 0.352 -1.129
-0.095 -0.101 0.313
0.262 -0.235 0.634
0.120 0.250 0.033
0.280 -0.558 0.615
-0.415 0.666 -0.501
2.152 0.926 0.116
-3.703 -1.564 1.329
1.686 -0.505 1.545
-1.081 -0.486 -0.303
-0.119 1.961 -3.564
1.547 -0.937 0.907
-0.242 -0.049 0.093
0.149 -0.167 0.076
-0.127 -0.049 -0.387
-0.344 0.006 -0.101
0.309 0.053 -0.055
-0.374 -0.151 -0.335
0.019 0.206 -0.186
-0.372 0.414 0.080

***

# 4
Molecular formula: C4H10N5
Method: DFT, wB97M-V/def2-TZVPD

The net charge is +1. The HOMO energy comes out at -12.715 eV. As for the LUMO energy: -4.429 eV. As for the relative energy (zero: lowest compared OMol25 entry of this formula, charge and spin): 156.2 kcal per mole. The calculation puts the largest force on an atom at 2.146 eV/Å. For the frontier orbital gap, the calculation gives 8.285 eV.

Geometry (Å):
C -0.561 -0.353 1.070
C -0.146 1.135 1.051
C 0.433 -2.174 -0.912
C -1.098 2.029 0.285
N 0.665 -1.129 1.130
N 0.969 -1.886 0.191
N 0.385 -3.273 -3.048
N 0.385 -2.737 -1.965
N 1.220 1.146 0.423
H -1.142 -0.576 1.965
H -1.160 -0.603 0.182
H -0.026 1.495 2.075
H 1.648 0.271 0.850
H -1.249 1.679 -0.734
H -0.726 3.050 0.256
H -2.062 2.045 0.787
H -0.445 -3.146 -3.631
H 1.153 1.028 -0.594
H 1.758 1.997 0.619

Atomic forces in eV per Å
-0.210 -0.144 -0.327
-0.457 0.024 0.028
-0.661 -0.740 -1.903
0.083 0.022 0.193
0.015 -0.080 0.827
0.976 0.170 1.317
0.613 -0.754 -0.780
-0.623 0.621 0.506
0.302 0.147 0.172
-0.080 0.116 -0.085
0.035 0.047 0.016
0.187 -0.042 -0.129
0.222 0.548 -0.343
-0.003 -0.073 -0.086
-0.017 0.135 -0.013
-0.076 -0.020 -0.004
-0.268 0.271 0.391
0.104 0.007 0.223
-0.142 -0.254 -0.003

***

# 5
Molecular formula: C4H10O3
Method: DFT, wB97M-V/def2-TZVPD

The HOMO energy comes out at -7.365 eV. As for the LUMO energy: 0.372 eV. As for the relative energy (zero: lowest compared OMol25 entry of this formula, charge and spin): 119.1 kcal per mole. The calculation puts the largest force on an atom at 0.400 eV/Å. For the frontier orbital gap, the calculation gives 7.736 eV.

Geometry (Å):
C 1.457 0.798 -0.253
O 0.783 -0.473 -0.160
C 0.598 -1.345 -1.505
C -0.462 -0.530 0.603
O -0.303 0.166 1.792
C -1.640 0.065 -0.144
O -1.511 1.455 -0.343
H 1.667 1.163 0.755
H 0.840 1.510 -0.803
H 2.384 0.582 -0.784
H 0.473 -0.511 -2.226
H 1.652 -1.657 -1.614
H -0.594 -1.607 0.729
H 0.283 -0.331 2.376
H -2.545 -0.183 0.433
H -1.696 -0.419 -1.119
H -1.436 1.862 0.531

Atomic forces in eV per Å
0.124 0.159 -0.073
-0.107 -0.137 0.044
0.332 0.207 -0.081
-0.191 -0.085 -0.075
0.181 -0.127 0.162
-0.039 -0.296 -0.056
-0.010 0.171 0.248
-0.050 -0.019 -0.163
0.120 -0.105 0.032
-0.133 0.053 0.080
-0.026 -0.199 0.068
-0.172 0.001 -0.014
-0.015 0.135 -0.012
-0.111 0.086 -0.041
0.142 0.035 -0.097
-0.006 0.093 0.122
-0.041 0.029 -0.146

***

The evaluated E for the records listed, in turn: -995.4604 -12117.4723 -3116.9194 -431.7753 -383.9599 a.u..
The evaluated molecular weight for the records listed, in turn: 263.308 836.024 406.461 128.159 106.121 g/mol.